No. 1
74
Properties=species:S:1:pos:R:3:forces:R:3 method="wB97M-V/def2-TZVPD" lumo_ev="-4.1 / -4.1" homo_ev="-9.13 / -9.12" total_energy_ev=-413998.16095 charge=+1 max_force_ev_per_a=2.7 de_lowest_kj_mol=149.3 spin_multiplicity=2 s_squared=0.804
Re -0.314601 -0.169720 -0.278177 -2.330 1.181 -0.560
Br -0.186327 -3.130902 6.599434 -0.009 0.003 0.117
C -0.057114 -2.779185 4.763689 0.001 -0.004 -0.114
C -1.208524 -2.558802 4.023460 0.031 -0.018 -0.018
C -1.114338 -2.299188 2.665999 0.007 -0.072 -0.034
C 0.131679 -2.247438 2.060007 0.158 0.206 -0.066
C 1.284617 -2.450956 2.810361 -0.017 -0.050 0.057
C 1.191033 -2.726602 4.164353 0.021 -0.007 -0.031
N 0.312144 -1.864351 0.670493 0.465 -0.251 -0.760
C 1.167909 -2.590073 0.001601 0.180 -0.054 -0.319
C 1.612327 -2.126309 -1.290335 0.063 -0.188 -0.066
C 2.690634 -2.706511 -1.971953 -0.066 -0.216 0.247
C 3.210196 -2.075276 -3.071427 0.006 0.098 -0.092
C 2.637590 -0.867846 -3.484524 0.084 -0.079 -0.131
C 1.541924 -0.383924 -2.821577 -0.346 -0.035 0.157
N 1.003069 -1.017616 -1.758281 0.381 -0.207 0.625
H -2.180027 -2.554696 4.498291 -0.012 -0.023 -0.023
H -2.021511 -2.148051 2.103945 -0.041 0.121 0.058
H 2.259381 -2.364065 2.346152 0.005 0.027 0.022
H 2.084516 -2.876176 4.753590 0.002 0.003 0.009
H 1.579725 -3.496537 0.428812 0.007 0.018 0.012
H 3.116695 -3.626680 -1.593972 0.025 0.014 -0.007
H 4.059557 -2.489849 -3.596508 -0.005 -0.007 -0.006
H 3.037299 -0.313971 -4.322248 -0.005 -0.031 -0.019
H 1.057243 0.535521 -3.124299 -0.009 0.001 0.024
N -0.084188 3.640552 1.158206 0.358 0.185 -0.063
C -0.689116 3.505349 -0.044819 -0.123 -0.200 -0.141
N -0.732273 2.414773 -0.789731 0.252 0.001 -0.054
C -1.373143 2.689003 -1.980720 -0.040 -0.100 -0.033
C -1.830065 3.947770 -2.144040 -0.002 0.009 -0.074
S -1.443919 4.883211 -0.760144 -0.024 0.103 -0.013
C -1.526690 1.580615 -2.911221 0.082 0.009 0.097
C -1.753904 1.667001 -4.237123 -0.025 0.055 -0.052
S -1.895734 0.095813 -4.917091 -0.081 0.013 -0.139
C -1.605173 -0.591946 -3.371562 0.030 0.134 0.321
N -1.423350 0.289766 -2.401121 0.743 -0.150 -0.434
N -1.519268 -1.936982 -3.222397 0.021 -0.014 -0.044
H 0.095638 2.780588 1.658756 -0.215 -0.068 0.090
H -0.480747 4.345150 1.766221 -0.063 -0.066 0.051
H -2.374948 4.360955 -2.975427 -0.044 -0.008 0.024
H -1.839268 2.551607 -4.844304 -0.008 0.008 0.011
H -1.830276 -2.502119 -3.995821 -0.009 0.001 -0.001
H -1.771881 -2.294275 -2.314883 -0.009 -0.027 0.041
Se -3.114575 3.285707 2.798052 0.098 -0.177 -0.124
Sb -2.680746 1.117995 3.757038 -1.095 0.087 1.214
Se -1.007157 0.659800 1.695903 1.120 0.071 0.483
Se -1.077748 0.866673 5.491297 -0.053 -0.019 -0.175
Se -4.335970 -0.589866 3.353469 0.134 0.193 0.240
O 1.605216 0.731657 -0.016839 0.535 0.177 -0.132
S 2.332014 1.463755 1.126074 -0.331 -0.107 -0.034
C 3.985505 0.757644 1.053576 0.055 -0.048 -0.053
C 4.643326 1.411441 -0.151917 0.019 -0.006 -0.044
C 4.366087 2.900602 0.027035 -0.053 -0.065 -0.055
C 2.875869 3.028116 0.367663 0.183 0.061 0.051
H 3.879502 -0.325066 1.003024 -0.049 0.004 0.047
H 4.470967 1.033873 1.992796 0.032 -0.020 -0.006
H 4.165987 1.042652 -1.063629 0.019 -0.007 -0.006
H 5.705815 1.180430 -0.215513 0.009 0.016 0.072
H 4.612033 3.474405 -0.865093 -0.038 0.027 0.004
H 4.967350 3.294280 0.847779 0.015 -0.003 -0.006
H 2.238057 3.136667 -0.509017 -0.029 -0.044 0.006
H 2.644070 3.827703 1.066531 -0.017 0.032 -0.031
C -3.856453 0.842320 -0.064329 -0.011 -0.014 -0.147
C -3.453767 -0.583676 -0.035485 -0.101 0.059 -0.213
N -2.277928 -1.126594 -0.350281 0.118 -0.553 0.476
C -2.448889 -2.506520 -0.254660 -0.009 0.037 -0.008
C -3.719696 -2.779037 0.123338 0.036 0.020 -0.008
N -4.326070 -1.559855 0.255621 -0.078 -0.063 -0.398
H -3.001575 1.490432 -0.219949 0.004 0.010 0.078
H -4.349696 1.116176 0.870731 0.066 0.008 0.001
H -4.557451 1.001771 -0.888244 -0.029 -0.026 0.020
H -1.638507 -3.196843 -0.417961 0.012 0.002 0.061
H -4.214095 -3.706564 0.348121 -0.023 0.001 -0.039
H -5.248265 -1.387706 0.625204 0.024 0.030 0.059

No. 2
67
Properties=species:S:1:pos:R:3:forces:R:3 method="wB97M-V/def2-TZVPD" lumo_ev=2.1 homo_ev=-3.45 total_energy_ev=-63614.10808 charge=-1 max_force_ev_per_a=0.5 de_lowest_kj_mol=79.0 spin_multiplicity=1
Y -0.249074 1.177424 0.166427 -0.030 -0.415 -0.236
C -0.101120 4.919495 -2.155428 0.006 0.011 -0.007
C 1.076649 4.007062 -2.321065 -0.032 0.009 0.007
N 1.988223 4.332695 -3.160653 -0.006 -0.006 0.008
C 3.121434 3.511971 -3.224540 0.005 0.006 -0.008
C 3.412166 2.524915 -2.363399 0.003 -0.079 -0.002
C 4.697721 1.764716 -2.510211 0.009 0.016 0.003
O 4.507277 0.376616 -2.805105 -0.002 -0.002 -0.014
C 2.446117 2.153555 -1.331178 -0.016 0.072 0.059
C 2.795535 1.258686 -0.374426 0.022 0.066 0.037
N 2.022922 0.724637 0.650326 0.212 0.136 0.085
C 2.627560 -0.201068 1.437513 -0.034 -0.064 0.021
C 3.797474 -0.938212 1.096015 -0.006 0.012 -0.023
C 4.397991 -1.825852 1.965137 0.006 -0.017 -0.011
C 3.876209 -2.076439 3.230482 -0.014 -0.010 0.024
C 2.705236 -1.422999 3.589510 0.028 0.003 -0.034
C 2.109759 -0.533027 2.714486 -0.067 0.034 0.001
I 0.354691 0.423699 3.355849 0.005 -0.035 0.054
C 1.057105 2.754358 -1.471740 -0.022 -0.030 0.171
O 0.516312 3.092738 -0.188656 0.016 0.169 -0.073
H -0.120295 5.642880 -2.969109 0.002 -0.003 -0.001
H -0.016970 5.434033 -1.196915 0.003 -0.005 0.001
H -1.033560 4.355402 -2.119560 -0.002 -0.001 -0.005
H 3.812649 3.758892 -4.023823 0.003 -0.006 0.004
H 5.307542 1.850966 -1.601342 -0.004 0.009 0.002
H 5.273975 2.194582 -3.332047 0.003 -0.014 -0.001
H 3.609704 0.149119 -2.529863 -0.001 0.004 0.006
H 3.834915 0.952023 -0.379028 -0.003 -0.003 -0.048
H 4.220405 -0.821213 0.107817 -0.005 -0.005 0.006
H 5.293677 -2.344347 1.640192 0.000 0.004 -0.001
H 4.357543 -2.762331 3.915175 -0.004 0.001 0.001
H 2.257968 -1.593181 4.560932 0.001 -0.004 0.002
C -5.008373 -4.204557 -0.369626 -0.005 0.020 0.004
O -5.807307 -3.060348 -0.130735 0.010 0.002 0.000
C -5.160622 -1.891369 0.118807 -0.018 -0.034 -0.006
C -6.004150 -0.777157 0.321247 0.019 0.009 0.002
C -5.430910 0.437152 0.561630 -0.014 0.013 -0.010
C -4.031594 0.625007 0.618679 -0.059 -0.016 0.004
C -3.480154 1.926890 0.902515 0.032 -0.040 0.055
C -4.402959 3.093984 1.180374 0.002 -0.001 0.009
O -2.264608 2.157948 0.950953 0.026 0.167 0.014
C -3.182289 -0.508440 0.425299 0.080 0.013 0.008
O -1.901239 -0.446118 0.472625 -0.172 0.003 0.091
C -3.795841 -1.767614 0.172515 -0.038 0.006 0.004
H -5.700422 -5.021247 -0.558072 0.002 0.000 -0.001
H -4.389011 -4.443089 0.498683 0.000 0.001 0.000
H -4.363357 -4.061837 -1.239569 0.001 -0.002 -0.001
H -7.075501 -0.910030 0.271836 -0.001 -0.004 0.000
H -6.081117 1.289304 0.710808 0.004 0.000 0.000
H -5.077421 3.268687 0.341597 0.007 -0.001 -0.008
H -3.789559 3.976331 1.339975 -0.003 0.001 0.005
H -5.012511 2.904574 2.065354 -0.002 -0.001 -0.004
H -3.130812 -2.600966 -0.000395 0.004 -0.008 -0.002
C 1.752202 -4.445480 1.600807 0.014 -0.012 0.000
N 1.668438 -3.606188 0.428092 0.007 -0.016 -0.002
C 0.673002 -2.733738 0.185626 -0.006 0.050 -0.011
N -0.350732 -2.716472 1.062716 0.009 -0.034 -0.003
S 0.693180 -1.733945 -1.167437 0.045 -0.006 -0.036
H 2.679018 -5.012324 1.556231 -0.005 0.001 -0.008
H 0.918711 -5.152071 1.634223 -0.006 0.007 0.009
H 1.773884 -3.858708 2.523213 -0.002 0.006 0.002
H 2.477004 -3.488253 -0.157394 0.001 0.016 0.009
H -0.207355 -3.061385 1.997610 -0.010 0.003 0.009
H -1.024670 -1.958211 0.925524 -0.006 0.019 0.012
C 0.116402 1.702610 -2.127070 0.018 -0.034 -0.164
H -0.687875 2.199878 -2.681756 -0.009 -0.004 0.014
H 0.650786 1.035356 -2.806681 -0.002 0.024 -0.023

No. 3
80
Properties=species:S:1:pos:R:3:forces:R:3 method="wB97M-V/def2-TZVPD" lumo_ev="-2.7 / -4.9" homo_ev="-10.19 / -10.20" total_energy_ev=-114112.76057 charge=+1 max_force_ev_per_a=0.9 de_lowest_kj_mol=12.8 spin_multiplicity=2 s_squared=0.772
Y -0.776327 0.613862 -0.353714 -0.524 -0.339 0.615
C 1.217680 -2.382542 -1.690894 0.025 0.001 -0.016
C 0.918518 -1.357077 -2.740149 -0.042 -0.035 0.007
C 1.525419 -1.546763 -3.983826 0.045 -0.024 0.010
C 1.328577 -0.654291 -5.005224 -0.032 0.015 -0.025
C 0.504092 0.436240 -4.762258 -0.015 -0.039 0.008
C -0.072433 0.581195 -3.514996 -0.218 -0.047 0.007
N 0.109889 -0.304902 -2.508036 0.176 0.102 -0.076
Sb -1.183750 2.427843 -3.424137 0.082 0.106 -0.022
C -2.860992 1.953638 -2.167355 0.045 -0.076 -0.016
C -3.860340 2.904969 -2.221390 -0.001 -0.004 0.063
C -5.084493 2.616058 -1.632480 0.016 0.028 -0.006
C -5.278515 1.354485 -1.121355 -0.042 -0.029 -0.011
C -4.243303 0.420402 -1.128915 -0.008 0.011 0.054
C -4.529159 -0.971248 -0.666408 -0.014 -0.008 -0.014
N -3.017625 0.749330 -1.576987 0.034 -0.035 -0.159
C 0.052864 3.397894 -1.957190 -0.015 -0.020 0.022
C 0.765579 4.465857 -2.468006 0.001 -0.009 0.032
C 1.598927 5.182124 -1.621137 -0.016 0.004 -0.011
C 1.637386 4.818889 -0.296864 0.006 0.038 0.029
C 0.880902 3.743718 0.170779 0.032 -0.064 -0.017
C 0.935012 3.427985 1.632255 0.001 0.027 0.005
N 0.114066 3.014486 -0.664520 0.085 0.030 -0.047
H 2.249217 -2.710736 -1.812268 -0.008 -0.022 0.010
H 1.085074 -2.015908 -0.682260 0.011 0.024 -0.003
H 0.560447 -3.243365 -1.826457 -0.021 -0.004 0.020
H 2.168988 -2.405946 -4.113389 -0.004 0.001 -0.003
H 1.802007 -0.792470 -5.968227 -0.001 0.004 -0.001
H 0.314118 1.166351 -5.537950 0.010 -0.002 -0.005
H -3.691114 3.853535 -2.715359 -0.014 0.000 -0.004
H -5.878632 3.350621 -1.616264 -0.004 -0.003 0.001
H -6.236458 1.060215 -0.714645 -0.003 0.006 -0.001
H -5.466980 -1.299550 -1.116275 -0.015 -0.003 0.026
H -4.643448 -1.006367 0.416844 0.021 -0.005 0.003
H -3.745066 -1.663522 -0.951396 -0.014 0.025 -0.025
H 0.675359 4.731348 -3.513211 0.000 0.009 0.003
H 2.190911 6.009844 -1.988837 -0.002 0.000 -0.003
H 2.257897 5.357309 0.405180 -0.007 0.005 0.002
H -0.023633 3.644089 2.099829 0.010 0.006 0.001
H 1.178286 2.386320 1.818417 -0.013 -0.009 -0.017
H 1.697864 4.043526 2.103895 0.003 -0.009 0.009
C -1.316456 -5.264973 -0.208419 0.010 0.015 0.027
N -0.684223 -4.566009 0.897006 0.012 -0.036 -0.028
C -0.073701 -5.196100 1.964852 -0.013 0.022 0.002
C 0.321392 -4.225367 2.809715 -0.049 -0.007 -0.006
N -0.033822 -3.009413 2.265204 -0.094 0.099 0.189
B 0.215009 -1.640541 2.913603 0.019 -0.115 0.033
N 1.786208 -1.347492 3.039931 -0.091 0.007 0.000
C 2.183248 -0.319280 3.801289 0.022 0.047 -0.094
C 3.532257 -0.103600 3.589313 -0.028 -0.016 0.020
N 3.941689 -1.027158 2.707408 0.083 0.024 0.018
C 5.300591 -1.175648 2.200514 -0.030 -0.002 -0.036
C 2.871693 -1.823414 2.355834 -0.011 -0.046 0.039
S 2.985535 -3.131678 1.342540 0.037 0.058 -0.075
C -0.673158 -3.227589 1.106497 0.060 -0.029 -0.083
S -1.507328 -2.128453 0.082379 -0.012 0.080 -0.152
H -0.644496 -6.040449 -0.570909 -0.007 -0.006 0.003
H -1.521522 -4.552059 -1.000888 0.007 0.006 -0.007
H -2.254142 -5.716021 0.114013 -0.006 0.008 0.001
H 0.016607 -6.265893 2.018089 -0.003 -0.007 -0.008
H 0.834532 -4.291427 3.752295 -0.001 0.008 0.004
H -0.224460 -0.798519 2.199266 -0.001 -0.026 0.066
H -0.225375 -1.585333 4.033016 0.069 -0.045 -0.017
H 1.489306 0.217646 4.425004 0.003 0.006 0.015
H 4.195288 0.636059 4.002719 -0.006 0.009 -0.003
H 5.816593 -1.969739 2.736170 -0.006 -0.010 -0.001
H 5.815833 -0.230322 2.343891 0.017 -0.002 0.001
H 5.258182 -1.414264 1.141538 -0.011 0.027 0.027
O 3.403676 -0.501285 -0.564737 -0.085 0.048 0.099
Cl 2.577476 0.614441 -0.243929 -0.046 -0.045 -0.124
O 3.203667 1.481413 0.698007 -0.020 -0.100 -0.041
O 1.313967 0.079725 0.405140 0.371 0.353 -0.241
O 2.157767 1.312900 -1.424838 0.270 -0.044 0.127
F -2.356030 2.426889 0.641896 0.036 0.044 -0.097
P -2.521335 1.718598 2.140165 -0.021 0.061 0.093
F -2.766803 0.330247 1.292448 -0.033 -0.108 -0.079
F -0.876207 1.333716 1.934256 -0.036 0.096 -0.072
F -2.535013 0.928729 3.495982 -0.002 -0.011 -0.001
F -2.119590 3.082020 2.828452 0.021 -0.019 -0.022
F -4.063667 2.032234 2.150448 0.005 -0.003 -0.016